1.
43
Properties=species:S:1:pos:R:3:forces:R:3:lowdin_charge:R:1 method="wB97M-V/def2-TZVPD" total_energy_ha=-2488.216317 fmax_ev_per_a=3.0 total_charge=+1 gap_ev=2.385
Mg 1.87961 -3.28981 0.43781 -1.001 1.998 -0.505 1.31
O 0.26716 -1.02828 -1.18413 0.597 -1.138 0.249 -0.30
H -0.04744 -0.14079 -0.92353 0.369 -0.440 0.516 -0.03
C 6.84096 1.79794 0.06291 0.247 -1.330 0.841 -0.25
S 5.24629 1.18805 -0.68921 0.525 0.895 0.808 0.83
O 4.68730 0.15196 0.24660 0.256 0.316 -0.234 -0.61
C 4.22567 2.68944 -0.46688 -0.391 -0.359 0.455 -0.26
H 6.89399 1.66901 1.14395 -1.266 0.596 0.424 0.05
H 7.26130 2.77643 -0.16941 -0.402 -0.172 -0.574 0.06
H 7.54865 0.98081 -0.07708 0.268 0.145 -1.230 0.04
H 4.34277 3.20235 0.48774 0.608 -0.062 -0.035 0.06
H 3.21446 2.28921 -0.39358 -0.083 -0.072 -0.468 0.04
H 4.31073 3.37845 -1.30720 0.128 -0.158 0.027 0.05
C -2.14097 -0.35495 -5.58342 0.535 0.561 -0.113 -0.26
S -1.03384 0.06760 -7.04102 -0.695 1.002 0.967 0.83
O -1.46111 1.45639 -7.46861 0.488 -1.433 0.436 -0.58
C 0.54870 0.32722 -6.04965 -1.883 -0.667 -0.381 -0.24
H -1.79491 -1.22335 -5.02287 0.147 -0.068 -0.234 0.04
H -3.18846 -0.48405 -5.85582 0.242 -0.058 -0.488 0.04
H -2.09411 0.52409 -4.94062 0.075 0.057 0.044 0.04
H 0.33839 1.23956 -5.49152 0.566 0.322 -0.516 0.05
H 1.27700 0.28456 -6.85951 0.351 0.550 0.613 0.04
H 0.66053 -0.46261 -5.30684 0.174 -0.267 -0.315 0.03
C -0.58706 1.19968 4.37280 0.073 -0.029 1.149 -0.25
S 0.51997 -0.20742 4.89753 0.863 0.888 -2.739 0.87
O 0.73974 -0.99587 3.60844 0.112 0.182 1.140 -0.65
C 2.16690 0.69151 5.22079 -0.559 -0.068 0.666 -0.23
H -0.15096 2.03713 3.82821 0.518 -0.239 0.262 0.05
H -0.96266 1.49114 5.35366 0.000 0.643 -0.005 0.04
H -1.48354 0.91966 3.81960 0.349 -0.873 -0.031 0.05
H 2.85918 -0.11036 5.47739 -0.104 -0.138 -0.246 0.04
H 2.12295 1.31558 6.11337 -0.553 -0.154 0.248 0.04
H 2.62097 1.35736 4.48692 -0.577 -0.448 -0.703 0.05
C -4.73427 -2.68528 0.37273 -0.409 1.042 0.637 -0.26
S -5.72213 -3.51879 1.68861 1.632 -0.853 1.559 0.84
O -4.62041 -3.81274 2.74469 -1.845 0.563 -1.685 -0.60
C -6.63354 -2.08947 2.37159 0.366 0.893 -0.100 -0.26
H -3.84002 -3.27746 0.17849 -0.402 -0.239 0.013 0.05
H -4.42018 -1.74326 0.82222 0.282 -0.034 0.190 0.03
H -5.26324 -2.37175 -0.52726 -0.249 -0.601 -0.044 0.05
H -5.85493 -1.32885 2.31390 -0.385 0.439 0.176 0.03
H -6.97567 -2.14179 3.40519 0.701 -0.960 0.164 0.06
H -7.56378 -1.76828 1.90302 0.331 -0.236 -0.938 0.05

---

2.
47
Properties=species:S:1:pos:R:3:forces:R:3:lowdin_spin:R:1 method="wB97M-V/def2-TZVPD" total_energy_ha=-1838.052285 fmax_ev_per_a=0.5 total_charge=+3 gap_ev="9.324 / 7.793" spin_multiplicity=5
Os 0.08958 0.69004 0.17789 -0.374 0.146 -0.276 2.54
N 0.26107 3.12408 0.28060 0.006 -0.091 0.075 0.15
C 1.46514 3.24163 1.13909 0.013 0.046 -0.002 0.01
C 2.57563 2.34568 0.61405 -0.026 0.025 0.006 0.01
N 2.15389 0.91264 0.35145 0.062 -0.095 0.041 0.01
C 2.54673 -0.00474 1.47958 0.027 -0.017 0.067 0.01
C 1.64820 0.21005 2.68116 -0.007 -0.028 -0.007 0.00
N 0.20764 0.11545 2.23662 0.179 -0.041 0.011 0.03
C 2.74689 0.42776 -0.94831 0.004 -0.001 -0.059 0.01
C 1.96891 1.00777 -2.11194 0.003 -0.022 -0.024 0.00
N 0.50945 0.69839 -1.92294 0.202 0.094 -0.004 0.02
H -0.52886 3.59701 0.71540 0.007 0.001 0.012 0.00
H 0.40778 3.60778 -0.60355 -0.002 -0.019 -0.015 0.00
H 1.84186 4.26537 1.17145 0.003 0.006 0.003 0.00
H 1.17829 2.98259 2.15679 -0.026 -0.002 0.002 0.00
H 2.94899 2.75087 -0.32507 -0.003 -0.008 -0.012 0.00
H 3.41491 2.33886 1.31047 0.012 -0.008 -0.012 0.00
H 2.44066 -1.02937 1.11725 -0.001 0.014 -0.027 0.00
H 3.59527 0.14630 1.74203 0.009 0.012 -0.018 0.00
H 1.86213 -0.54331 3.43816 -0.018 0.006 0.022 0.00
H 1.80627 1.18209 3.14177 -0.020 0.022 -0.011 0.00
H -0.10916 -0.85394 2.32072 -0.010 -0.004 -0.032 0.01
H -0.38122 0.64363 2.88127 -0.033 0.018 -0.045 0.01
H 3.80276 0.69710 -1.00741 0.007 -0.002 0.031 0.00
H 2.67407 -0.66051 -0.95897 -0.005 -0.002 0.016 0.00
H 2.07978 2.08938 -2.17805 -0.022 0.008 0.002 0.00
H 2.33389 0.58867 -3.04895 -0.011 0.005 -0.016 0.00
H -0.04985 1.32106 -2.50471 -0.041 -0.005 0.036 0.01
H 0.30655 -0.24287 -2.26406 -0.004 -0.031 0.058 0.00
C -3.39748 -3.19667 -1.54340 0.003 0.006 -0.065 0.05
C -2.95957 -2.23602 -0.48769 -0.021 -0.102 0.110 0.35
O -3.49524 -2.48556 0.71645 -0.042 -0.017 -0.007 0.22
P -2.82335 -0.48390 -0.94544 -0.066 0.079 -0.047 0.05
O -2.21011 -0.40832 -2.38047 0.036 -0.011 -0.012 0.00
O -4.26481 0.07180 -1.09208 0.036 0.026 -0.035 0.02
O -1.97152 0.27778 0.04410 0.088 0.078 0.093 0.05
P -0.67347 -2.89678 -0.07724 0.010 0.052 0.038 0.10
O -0.74418 -2.71955 1.50263 0.002 -0.065 -0.062 0.02
O -0.80117 -4.23859 -0.59830 0.000 -0.025 -0.024 0.10
O 0.03231 -1.70587 -0.62520 0.032 -0.031 0.124 0.16
H -4.40915 -2.92784 -1.87318 -0.003 -0.006 0.014 0.02
H -3.43468 -4.20476 -1.13338 0.006 0.007 0.016 0.00
H -2.72893 -3.19253 -2.40251 -0.004 0.001 0.004 0.00
H -3.33916 -1.79903 1.38325 0.006 0.005 0.001 0.00
H -2.80826 -0.44841 -3.14635 -0.018 -0.011 0.011 0.00
H -4.78106 0.48883 -0.38600 0.002 -0.019 0.015 0.00
H -0.98742 -3.54407 1.96304 0.001 0.003 0.001 0.00

---

3.
43
Properties=species:S:1:pos:R:3:forces:R:3:lowdin_charge:R:1 method="wB97M-V/def2-TZVPD" total_energy_ha=-2776.060262 fmax_ev_per_a=1.4 total_charge=+1 gap_ev=9.159
Zn -0.12077 0.44941 -0.02835 -1.057 -0.313 0.441 0.69
O -0.55084 -1.36789 -0.03145 0.438 -0.713 -0.463 -0.32
H -0.97315 -2.18746 0.23108 -0.211 0.595 0.201 0.00
C 1.45054 2.76145 1.03239 0.774 0.332 0.103 -0.20
C 1.34123 1.81697 2.19341 -1.104 -0.502 0.655 -0.15
O 0.89308 0.50288 1.75762 0.661 0.780 0.141 -0.07
O 0.31167 2.67027 0.17398 0.376 -0.216 0.333 -0.06
H 2.38427 2.55880 0.49598 -0.236 -0.009 -0.288 0.13
H 1.52223 3.76950 1.44295 0.053 0.015 0.010 0.14
H 0.57449 2.16243 2.89201 0.078 0.092 -0.042 0.13
H 2.27765 1.73372 2.73718 0.169 0.076 -0.139 0.14
H 1.41772 -0.19056 2.17151 -0.042 -0.202 -0.278 0.13
H 0.14832 3.54198 -0.19547 -0.201 -0.117 -0.191 0.13
C 1.84298 -4.33264 -1.38378 -0.700 -0.458 0.765 -0.23
C 2.40404 -2.95162 -1.41066 0.023 1.184 -0.813 -0.27
O 2.02047 -2.20138 -0.27424 0.322 0.091 0.316 -0.11
O 0.41806 -4.32991 -1.56105 0.342 0.108 -0.182 -0.06
H 2.05389 -4.74331 -0.38573 0.203 -0.117 -0.204 0.13
H 2.26307 -4.99356 -2.13565 0.001 0.068 -0.163 0.12
H 2.05432 -2.40053 -2.30374 -0.083 -0.377 -0.071 0.12
H 3.49144 -2.93201 -1.50114 0.069 -0.271 0.362 0.12
H 1.07191 -1.94923 -0.33694 -0.053 -0.030 0.114 0.00
H 0.05411 -3.70436 -0.92376 0.012 -0.084 -0.065 0.05
C -2.54519 0.22477 1.99366 0.043 -0.073 -0.250 -0.19
C -3.30611 1.05652 2.98893 -0.395 -0.109 0.251 -0.22
O -4.22194 1.91173 2.29548 0.351 -0.101 0.130 -0.05
O -1.85945 1.10323 1.08396 0.240 0.050 0.027 -0.11
H -3.19710 -0.42855 1.41023 -0.099 -0.003 0.121 0.13
H -1.79256 -0.39507 2.47796 0.079 0.088 -0.031 0.12
H -2.61798 1.65920 3.58779 -0.032 0.176 -0.217 0.12
H -3.82963 0.41035 3.69871 -0.011 -0.065 -0.099 0.13
H -5.11686 1.59814 2.44953 -0.016 0.048 -0.040 0.10
H -2.51657 1.67656 0.67092 -0.094 0.027 0.135 0.11
C 0.98935 0.96964 -2.65384 0.238 0.871 -0.615 -0.19
C -0.39459 0.44168 -2.88634 -0.450 -0.134 -0.177 -0.16
O -1.25755 0.97125 -1.82973 0.630 -0.245 -0.850 -0.07
O 1.46396 0.48225 -1.39868 0.013 0.245 -0.404 -0.07
H 0.97136 2.06794 -2.63936 -0.220 -0.081 0.268 0.13
H 1.67179 0.76484 -3.48252 -0.071 -0.636 0.171 0.14
H -0.45066 -0.64835 -2.85881 0.166 0.026 0.289 0.13
H -0.75063 0.73258 -3.87599 -0.028 0.259 0.130 0.14
H -1.99750 1.41977 -2.24636 -0.122 0.044 0.261 0.12
H 2.40713 0.29855 -1.44166 -0.055 -0.318 0.359 0.13

---

4.
65
Properties=species:S:1:pos:R:3:forces:R:3:lowdin_charge:R:1 method="wB97M-V/def2-TZVPD" total_energy_ha=-2552.622984 fmax_ev_per_a=10.4 total_charge=-2 gap_ev=8.646
O 4.49513 1.13593 1.43137 -0.949 0.205 -0.929 0.16
C 4.94629 0.01636 1.33585 -0.376 6.914 0.371 -0.50
O 6.16077 -0.17969 1.06845 4.291 -1.277 -1.340 0.30
B 6.51029 -1.49975 1.59669 -0.306 -0.264 -0.238 -0.77
O 5.23425 -1.97517 2.14756 5.420 -4.019 0.789 0.34
C 4.44277 -1.06297 2.01441 -9.718 -2.036 3.105 -0.52
O 3.30759 -1.15906 2.50706 0.812 1.185 -0.635 0.10
O 7.65851 -1.51289 2.60409 -4.606 2.911 -0.074 0.29
C 8.54177 -2.15817 2.01631 6.845 -2.331 3.244 -0.49
O 9.65530 -2.33047 2.53340 -0.941 0.379 -1.380 0.09
C 8.02037 -2.94135 0.91896 2.138 -4.438 -1.822 -0.45
O 6.92698 -2.43314 0.55674 -2.342 1.147 -1.046 0.30
O 8.48202 -4.01861 0.54344 -0.313 1.770 0.220 0.12
O -2.94188 3.66061 -0.94526 0.319 0.657 0.147 0.12
C -2.05401 2.84755 -1.15792 -5.801 5.543 0.703 -0.47
O -1.16369 2.56654 -0.36626 3.725 -1.219 2.799 0.34
B -0.45014 1.48902 -1.00564 1.769 -2.261 0.338 -0.79
O -1.14614 1.23767 -2.27410 3.529 -1.680 -0.314 0.33
C -2.12442 2.01586 -2.28292 -3.753 -2.982 -2.089 -0.43
O -3.18320 1.74784 -2.81092 0.032 1.220 -1.377 0.14
O 0.96932 1.79191 -1.16872 -1.694 2.068 -0.583 0.31
C 1.62960 0.85608 -0.61493 7.168 -1.465 -2.094 -0.34
O 2.80758 0.56596 -0.91282 -3.002 2.049 1.105 0.13
C 0.77497 -0.11125 0.00827 1.140 -4.994 0.824 -0.45
O -0.42669 0.16313 -0.24110 -4.068 3.228 -0.756 0.24
O 1.09069 -1.23355 0.34337 0.544 0.974 0.854 0.14
O -4.76110 1.74837 1.80254 0.374 1.042 -0.589 -0.10
H -3.86958 1.60811 2.19917 -0.312 0.210 -0.073 0.01
H -4.55160 2.47086 1.15030 -0.362 -0.993 1.005 0.05
O 2.18409 -3.67646 1.45429 0.200 -1.716 -0.128 -0.04
H 1.45453 -3.79230 2.05382 -0.343 0.122 0.259 0.02
H 2.20600 -2.76022 1.23846 0.150 1.379 -0.189 -0.04
O -2.11970 1.65966 2.32136 -1.377 -0.832 2.602 0.02
H -1.74295 2.07195 1.61296 0.976 2.729 -3.110 -0.02
H -1.54734 0.91084 2.32732 0.259 -1.755 0.859 0.00
O -2.34566 -1.89016 1.18111 -0.340 -1.739 0.407 -0.05
H -2.61940 -1.20814 0.58992 -0.678 0.941 -0.872 -0.04
H -1.73167 -1.47868 1.77886 0.352 0.280 -0.121 -0.04
O -3.45441 -0.36169 -4.57134 1.330 -0.757 -0.852 -0.03
H -3.64015 0.37613 -4.01521 -0.271 1.026 0.905 -0.03
H -4.25214 -0.79955 -4.80816 -0.944 -0.378 -0.082 0.01
O 1.06719 -2.82398 -1.87137 1.106 0.341 -1.042 -0.02
H 0.68187 -3.03265 -1.03983 -0.618 -0.275 1.148 0.02
H 0.45697 -3.10114 -2.54815 -0.480 -0.029 -0.118 0.03
O -2.87937 4.48885 1.79643 -0.061 0.965 0.661 -0.05
H -2.88077 5.39490 2.15926 0.008 -0.724 -0.147 0.05
H -2.80429 4.61682 0.84906 0.006 -0.237 -0.596 0.00
O -0.60741 -0.57964 2.61887 -1.373 0.391 0.404 0.00
H 0.22888 -0.22187 2.42425 2.026 0.316 -0.380 0.05
H -0.47329 -1.24496 3.27154 0.340 -0.699 0.884 0.08
O -5.39988 3.35716 -2.32097 -1.388 -0.169 -0.828 -0.04
H -4.62278 3.42707 -2.87346 0.454 -0.299 0.036 0.03
H -5.13444 3.72346 -1.49379 0.547 0.372 0.902 0.02
O 3.78535 -1.83384 -0.90680 0.460 0.260 -0.069 -0.05
H 2.87985 -2.04980 -1.15950 -0.038 -0.294 -0.018 -0.01
H 3.75350 -0.85826 -0.92602 -0.012 -0.700 0.048 0.00
O -1.93492 -1.90022 -1.94105 0.923 -1.545 2.131 -0.03
H -1.47701 -1.48979 -1.16965 -0.580 -0.494 -0.778 0.03
H -2.09693 -1.20892 -2.52975 -0.444 1.829 -1.572 -0.03
O -5.82805 0.56449 -1.72304 -0.252 -0.525 0.881 -0.03
H -6.08574 0.09958 -2.50523 -0.169 -0.111 -0.714 0.04
H -5.76561 1.50369 -1.89994 0.110 0.757 -0.545 0.01
O -3.70608 0.20125 -0.17288 0.981 -0.278 -1.172 -0.05
H -4.40875 0.19929 -0.85572 0.227 -0.061 0.499 0.01
H -4.12124 0.41139 0.65698 -0.647 0.363 0.542 0.00